Molecular formula: C23H49N2O16P3
Method: DFT, wB97M-V/def2-TZVPD

Its gap between HOMO and LUMO is 5.49 eV. The calculation puts the max |F| at 9.786 eV/A. The SMILES is C[C@H](O)COC(=O)NCCCNCc1ccccc1O.COP(=O)(OC)OC.COP(=O)(OC)OC.COP(=O)(OC)OC. The net charge is 0. The total energy comes out at -88229.3246 eV. Its molar mass is 702.565 u.

Element x y z (Å)
C: 6.093 -2.936 1.385
C: 5.110 -3.425 0.124
O: 5.930 -3.727 -1.063
C: 4.016 -2.192 -0.159
O: 3.800 -1.550 1.149
C: 3.360 -0.151 1.019
O: 2.138 0.143 1.522
N: 4.144 0.989 0.408
C: 5.644 0.849 0.652
C: 6.325 2.369 0.536
C: 7.815 2.365 -0.151
N: 8.091 3.521 -1.087
C: 8.459 3.049 -2.492
C: 7.055 2.847 -3.366
C: 5.679 3.576 -2.789
C: 4.203 3.413 -3.552
C: 4.139 2.500 -4.934
C: 5.530 1.797 -5.522
C: 7.002 1.962 -4.748
O: 8.210 1.306 -5.350
H: 7.082 -3.602 1.441
H: 6.453 -1.812 1.217
H: 5.550 -3.031 2.435
H: 4.474 -4.341 0.497
H: 5.845 -4.718 -1.240
H: 3.050 -2.750 -0.583
H: 4.396 -1.453 -0.992
H: 3.933 1.111 -0.613
H: 6.146 0.138 -0.160
H: 5.844 0.461 1.752
H: 5.536 3.055 0.010
H: 6.433 2.747 1.645
H: 7.984 1.302 -0.609
H: 8.592 2.477 0.748
H: 8.960 4.026 -0.758
H: 8.975 1.979 -2.429
H: 9.217 3.758 -3.048
H: 5.660 4.248 -1.815
H: 3.262 3.932 -3.079
H: 3.079 2.384 -5.426
H: 5.457 1.161 -6.522
H: 8.289 1.793 -6.245
C: -1.102 -0.519 -2.019
O: -0.835 -0.642 -3.405
P: -0.320 0.805 -4.201
O: -1.623 1.497 -3.773
O: -0.525 0.064 -5.661
C: -1.780 -0.512 -5.973
O: 0.194 2.252 -4.998
C: -0.670 2.883 -5.928
H: -0.983 -1.500 -1.553
H: -0.409 0.184 -1.551
H: -2.132 -0.189 -1.871
H: -2.605 -0.010 -5.463
H: -1.770 -1.572 -5.707
H: -1.941 -0.426 -7.052
H: -1.630 3.145 -5.477
H: -0.824 2.251 -6.805
H: -0.192 3.810 -6.257
C: -5.285 -0.913 4.062
O: -4.446 -0.156 3.207
P: -3.269 -1.060 2.318
O: -2.679 -1.579 3.637
O: -2.530 0.349 1.882
C: -2.118 1.254 2.890
O: -2.093 -1.963 1.428
C: -0.718 -1.828 1.750
H: -6.216 -0.361 4.215
H: -5.515 -1.884 3.619
H: -4.799 -1.045 5.031
H: -1.884 0.749 3.830
H: -2.904 1.997 3.054
H: -1.218 1.770 2.544
H: -0.519 -2.074 2.795
H: -0.365 -0.820 1.524
H: -0.156 -2.532 1.129
C: -10.862 -4.150 3.186
O: -10.066 -3.060 3.618
P: -10.348 -2.519 5.237
O: -11.818 -2.248 4.884
O: -9.436 -1.178 4.939
C: -9.770 -0.345 3.843
O: -10.630 -1.979 6.856
C: -11.242 -0.719 7.076
H: -10.334 -4.671 2.384
H: -11.040 -4.848 4.007
H: -11.810 -3.779 2.792
H: -10.836 -0.381 3.604
H: -9.185 -0.643 2.968
H: -9.510 0.686 4.100
H: -12.219 -0.652 6.590
H: -10.595 0.092 6.736
H: -11.396 -0.602 8.152

=====

Molecular formula: C26H24NO10SSr
Method: DFT, wB97M-V/def2-TZVPD

The calculation puts the relative energy (zero: lowest compared OMol25 entry of this formula, charge and spin) at 12.6 kJ/mol. Its gap between HOMO and LUMO is 8.06 eV. The calculation puts the max |F| at 0.556 eV/A. The net charge is -1. The total energy comes out at -60994.0686 eV. Its molar mass is 630.162 u.

Element x y z (Å)
Sr: -0.198 -2.398 1.138
O: -1.069 -2.571 3.712
C: -2.481 -2.352 3.707
C: -3.213 -3.291 2.765
N: -2.759 -3.195 1.384
C: -3.489 -2.211 0.588
C: -2.649 -1.497 -0.501
O: -3.085 -0.416 -0.906
O: -1.590 -2.096 -0.879
C: -2.630 -4.514 0.765
C: -1.551 -5.385 1.451
O: -1.795 -6.580 1.578
O: -0.485 -4.774 1.820
H: -0.898 -3.523 3.598
H: -2.626 -1.307 3.425
H: -2.888 -2.503 4.712
H: -4.294 -3.104 2.858
H: -3.051 -4.316 3.111
H: -3.880 -1.436 1.248
H: -4.354 -2.663 0.079
H: -2.342 -4.363 -0.278
H: -3.578 -5.067 0.781
O: 4.077 -1.247 0.184
C: 2.954 -1.255 -0.314
O: 1.888 -1.714 0.218
C: 2.772 -0.626 -1.691
C: 1.538 -0.640 -2.330
C: 1.333 0.028 -3.542
C: 2.411 0.696 -4.068
O: 2.474 1.434 -5.230
C: 3.815 1.903 -5.322
O: 4.536 1.447 -4.186
C: 3.643 0.698 -3.443
C: 3.861 0.045 -2.261
H: 0.709 -1.167 -1.875
H: 0.371 0.020 -4.037
H: 3.816 2.997 -5.339
H: 4.276 1.509 -6.232
H: 4.810 0.050 -1.743
O: -0.606 0.087 1.539
S: -0.295 0.866 0.295
C: -1.274 2.357 0.404
C: -1.976 2.757 -0.718
C: -2.750 3.908 -0.653
C: -2.826 4.625 0.532
C: -2.136 4.195 1.661
C: -1.355 3.054 1.600
C: 1.309 1.609 0.561
C: 2.026 1.326 1.707
C: 3.302 1.853 1.847
C: 3.836 2.657 0.852
C: 3.105 2.931 -0.298
C: 1.838 2.395 -0.454
H: -1.946 2.150 -1.614
H: -3.310 4.231 -1.521
H: -3.436 5.518 0.584
H: -2.209 4.752 2.587
H: -0.813 2.690 2.465
H: 1.597 0.670 2.454
H: 3.889 1.612 2.723
H: 4.839 3.050 0.957
H: 3.535 3.532 -1.089
H: 1.276 2.558 -1.367